A cluster of 2 separate species, C4H10O2S in total, computed with ωB97M-V/def2-TZVPD.

Geometry as XYZ:
```
17
C4H10O2S, DFT ωB97M-V/def2-TZVPD
C 1.76727 -2.14060 4.68073
O 0.72981 -1.36888 4.06424
C 0.25384 -1.89690 2.92435
O 0.62576 -2.92601 2.41421
H 2.06916 -1.60644 5.59733
H 2.64905 -2.24166 4.02585
H 1.41892 -3.14923 4.95988
H -0.53907 -1.23509 2.52314
C 0.81208 -1.27053 -0.26751
S 1.80792 -0.31248 0.88668
C 3.08509 -1.54110 1.20457
H -0.04505 -0.64905 -0.57690
H 0.42751 -2.19248 0.20016
H 1.38928 -1.54621 -1.16610
H 2.66138 -2.45838 1.64689
H 3.62314 -1.81211 0.28063
H 3.80648 -1.10751 1.91747
```

Values from the calculation:
SMILES ... COC=O.CSC
HOMO-LUMO gap ... 0.347 Ha
HOMO level ... -8.544 eV
E ... -19240.0287 eV
Relative energy (zero: lowest compared OMol25 entry of this formula, charge and spin) ... 0.963 eV
E_LUMO ... 0.0327 Ha

---

A structure of composition C4H6O2, computed with ωB97M-V/def2-TZVPD.

Geometry as XYZ:
```
12
C4H6O2, DFT ωB97M-V/def2-TZVPD
C -0.86536 1.00859 0.40649
C 0.32668 0.05734 0.47221
C 0.02587 -1.34575 -0.06748
O 0.61760 -0.98615 -1.35003
C 1.09682 0.18698 -0.83273
O 1.81096 0.98699 -1.35269
H -1.33595 0.91639 -0.58071
H -1.61973 0.78397 1.16687
H -0.52683 2.04268 0.52430
H 0.90305 0.13517 1.39934
H -1.02840 -1.61797 -0.15579
H 0.59530 -2.16825 0.37023
```

Values from the calculation:
HOMO-LUMO gap ... 0.418 Ha
HOMO level ... -10.463 eV
E ... -8339.7644 eV
Relative energy (zero: lowest compared OMol25 entry of this formula, charge and spin) ... 0.697 eV
E_LUMO ... 0.0330 Ha

---

A structure of composition C6H6NO6S2 at a distorted geometry, computed with ωB97M-V/def2-TZVPD.

Geometry as XYZ:
```
21
C6H6NO6S2, DFT ωB97M-V/def2-TZVPD
C 0.03752 0.72930 -1.75266
C 1.43286 1.07779 -1.81418
C -0.45716 0.17082 -0.59483
C 2.25131 0.49925 -0.93159
C 1.63772 -0.31867 0.38901
C -0.37894 -0.67154 1.66974
N 0.29989 -0.09253 0.57211
O 4.83408 0.74494 0.21426
O 3.37182 -1.61650 -1.07053
O 3.16449 2.51346 0.39518
O 2.56928 0.28415 1.33560
O 2.43717 -2.87315 0.80007
O 0.97591 -2.21644 -1.06235
S 3.44656 1.10983 0.21101
S 2.20452 -1.95421 -0.28828
H -0.76478 1.15672 -2.39843
H 1.95480 1.61666 -2.68320
H -1.52594 0.13236 -0.44011
H 0.00507 -1.65719 1.88136
H 0.00068 0.07900 2.49283
H -1.44921 -0.75307 1.28514
```

Values from the calculation:
HOMO-LUMO gap ... 0.292 Ha
HOMO level ... -4.617 eV
Net charge ... -1
E ... -41762.8658 eV
Relative energy (zero: lowest compared OMol25 entry of this formula, charge and spin) ... 0.573 eV
E_LUMO ... 0.1225 Ha

---

A structure of composition C3H3HgO2 at a distorted geometry, computed with ωB97M-V/def2-TZVPD.

Geometry as XYZ:
```
9
C3H3HgO2, DFT ωB97M-V/def2-TZVPD
O -0.59071 -1.04725 -0.55014
O -1.51138 1.59837 1.27092
C 0.49689 -0.56624 -1.00140
C 1.14435 0.44125 -0.22259
C -1.94197 0.53841 1.28578
H 0.80609 -0.78192 -2.03195
H 1.30797 0.22409 0.83554
H 1.70074 1.22888 -0.73171
Hg -1.41199 -1.63560 1.14556
```

Values from the calculation:
Multiplicity ... 2
HOMO-LUMO gap (spin up / spin down) ... 0.241 / 0.296 Ha
<S²> ... 0.755
HOMO level (spin up / spin down) ... -19.725 / -21.279 eV
Net charge ... +2
E ... -11404.3927 eV
Relative energy (zero: lowest compared OMol25 entry of this formula, charge and spin) ... 0.000 eV
E_LUMO (spin up / spin down) ... -0.4838 / -0.4863 Ha

---

The ion C5H12IN2 with charge +1 at a distorted geometry, computed with ωB97M-V/def2-TZVPD.

Geometry as XYZ:
```
20
C5H12IN2, DFT ωB97M-V/def2-TZVPD
C -0.36262 -0.54837 0.88537
C 1.10995 -0.15305 0.45722
C 1.74478 2.04027 0.72566
C -1.26379 -0.78662 -0.30636
C 0.63064 1.44512 -1.42734
N 1.15287 1.20050 -0.07057
N -1.69549 -2.25631 -0.25542
I -3.19377 0.31322 0.03233
H -0.11199 -1.47570 1.40935
H -0.57150 0.34417 1.39559
H 1.57827 -0.34855 1.40582
H 1.29901 -0.92857 -0.35856
H 1.92928 3.07916 0.29809
H 2.04821 1.83324 1.79624
H 1.26572 0.99254 -2.08167
H -0.30689 0.95372 -1.62737
H 0.35860 2.43213 -1.47829
H -2.36340 -2.59069 -0.93612
H -2.35459 -2.58579 0.45351
H -0.89328 -2.96041 -0.31748
```

Values from the calculation:
HOMO-LUMO gap ... 0.232 Ha
HOMO level ... -10.782 eV
Net charge ... +1
E ... -16449.4177 eV
Relative energy (zero: lowest compared OMol25 entry of this formula, charge and spin) ... 4.742 eV
E_LUMO ... -0.1647 Ha

---

A cluster of 2 separate species, C2H7NO in total at a distorted geometry, computed with ωB97M-V/def2-TZVPD.

Geometry as XYZ:
```
11
C2H7NO, DFT ωB97M-V/def2-TZVPD
C 1.02110 0.04284 1.26559
C 1.34692 0.41386 0.02666
N 0.55532 0.19236 -1.15102
H 0.02937 -0.35604 1.49482
H 1.69635 0.27406 2.09845
H 2.34515 0.83559 -0.08823
H -0.37378 0.56160 -1.08769
H 0.59620 -0.81334 -1.26804
O -2.63936 -0.06923 -0.44363
H -1.67687 -0.09944 -0.51297
H -2.90039 -0.98226 -0.33392
```

Values from the calculation:
SMILES ... C=CN.O
HOMO-LUMO gap ... 0.398 Ha
HOMO level ... -9.973 eV
E ... -5723.8396 eV
Relative energy (zero: lowest compared OMol25 entry of this formula, charge and spin) ... 1.402 eV
E_LUMO ... 0.0317 Ha